Record 1
C5H9CsO3 as an isolated structure. Source: the Open Molecules 2025 dataset; level of theory: ωB97M-V/def2-TZVPD.

Energy above the lowest of the compared OMol25 structures with the same formula, charge and spin (kJ/mol): 105.8
Kohn-Sham gap (eV): 4.832
E (eV): -12018.400
E_LUMO (Eh): -0.0313

CARTESIAN COORDINATES (ANGSTROEM)
O (-2.01060, 0.33710, -0.42226)
C (-0.81795, 0.23823, -0.15436)
O (-0.31058, -0.98403, -0.26320)
C (0.57236, -1.56060, 0.71928)
C (0.31299, 1.46945, -0.04596)
H (1.28826, 1.20750, 0.40710)
C (0.43667, 2.27351, -1.33995)
H (1.35657, 2.04591, -1.89939)
H (-0.39006, 2.04242, -2.03070)
H (0.43325, 3.35046, -1.10314)
C (0.41067, -3.05893, 0.63499)
H (0.29499, -1.18426, 1.71315)
H (1.60238, -1.25006, 0.50405)
H (-0.54089, -3.37354, 1.08359)
H (1.23066, -3.54394, 1.18035)
H (0.43881, -3.39562, -0.40976)
Cs (-3.71913, 3.43519, 0.52760)
O (-0.58841, 1.95120, 0.89861)



Record 2
An isolated ion of composition C2H4ClN2S2 and charge +1. Source: the Open Molecules 2025 dataset; level of theory: ωB97M-V/def2-TZVPD.

Energy above the lowest of the compared OMol25 structures with the same formula, charge and spin (kJ/mol): 314.7
Kohn-Sham gap (spin up / spin down) (eV): 5.025 / 5.024
E (eV): -39300.012
E_LUMO (spin up / spin down) (Eh): -0.3070 / -0.3070
Net charge: +1

CARTESIAN COORDINATES (ANGSTROEM)
C (-0.12934, -0.63961, -0.15669)
C (-1.46711, -0.60726, -0.85314)
N (0.27320, -1.69714, 0.22264)
N (0.45864, 0.64940, -0.11175)
S (2.13160, 0.80330, -0.05094)
S (2.73236, 0.59796, 1.91283)
Cl (1.39210, 1.57843, 2.93702)
H (-1.85708, -1.63349, -1.16712)
H (-1.27768, -0.08487, -1.76960)
H (-2.15111, -0.15587, -0.07713)
H (-0.10559, 1.18916, -0.88612)



Record 3
C9H11O3 as an isolated structure. Source: the Open Molecules 2025 dataset; level of theory: ωB97M-V/def2-TZVPD.

Energy above the lowest of the compared OMol25 structures with the same formula, charge and spin (kJ/mol): 60.5
Kohn-Sham gap (eV): 7.743
E (eV): -15655.673
E_LUMO (Eh): 0.1236
Net charge: -1

CARTESIAN COORDINATES (ANGSTROEM)
C (1.28683, -1.86360, 3.86319)
C (-0.06791, 0.70585, 0.62952)
C (-0.65680, 0.76130, 1.90271)
C (1.02782, -0.19154, 0.44339)
C (-0.26875, -0.15830, 2.88123)
C (1.39714, -1.02751, 1.48010)
C (0.89058, -0.90888, 2.78848)
O (-0.53122, 1.48444, -0.31732)
H (-0.06702, 1.40657, -1.36813)
H (-1.50092, 1.36555, 2.14951)
H (1.46793, -0.17873, -0.54525)
H (-0.94773, -0.38527, 3.70103)
H (2.22311, -1.68666, 1.24576)
H (1.27208, -1.31098, 4.82285)
H (2.31700, -2.21776, 3.74709)
H (0.66078, -2.72569, 4.09500)
C (-1.92736, -0.01364, -2.60388)
C (-0.58532, 0.33675, -3.21535)
O (0.19917, 1.14739, -2.60178)
O (-0.27815, -0.16514, -4.30581)
H (-2.62015, -0.71217, -3.07056)
H (-2.57309, 0.85647, -2.43226)
H (-1.64032, -0.28978, -1.57626)



Record 4
One molecule with the formula C9H12O2S. Source: the Open Molecules 2025 dataset; level of theory: ωB97M-V/def2-TZVPD.

Energy above the lowest of the compared OMol25 structures with the same formula, charge and spin (kJ/mol): 212.8
Kohn-Sham gap (eV): 9.411
E (eV): -24455.086
SMILES string: CO[C@]1(c2cccs2)OC1(C)C
E_LUMO (Eh): 0.0265

CARTESIAN COORDINATES (ANGSTROEM)
C (2.62213, 0.44851, 0.14659)
O (1.43821, 0.78152, -0.57850)
C (0.33795, -0.10600, -0.46824)
C (-0.12738, -0.16628, 0.96336)
C (-0.13486, -1.22098, 1.87473)
C (-0.46551, -0.75444, 3.17706)
C (-0.66437, 0.62603, 3.20136)
S (-0.44302, 1.43768, 1.66334)
O (0.24628, -1.25154, -1.22342)
C (-0.62709, -0.17206, -1.59745)
C (-2.12575, -0.16029, -1.33598)
C (-0.18297, 0.45793, -2.92569)
H (3.22936, 1.32248, -0.00170)
H (3.03897, -0.49975, -0.19537)
H (2.43342, 0.10785, 1.15685)
H (0.01887, -2.30204, 1.79028)
H (-0.37913, -1.23206, 4.09515)
H (-0.60367, 1.32095, 3.93500)
H (-2.47367, -1.05730, -0.96267)
H (-2.58474, -0.21626, -2.29155)
H (-2.49510, 0.65377, -0.72448)
H (-0.49646, -0.05389, -3.84680)
H (0.94950, 0.58839, -2.91850)
H (-0.51097, 1.44778, -2.93338)



The highest E belongs to which entry?
C5H9CsO3